C34H54AlCa2ClF8MgN2O4P | ωB97M-V/def2-TZVPD

Structure (ORCA input):
```
! wB97M-V def2-TZVPD RIJCOSX def2/J DEFGRID3
* xyz 3 1
H 2.315 -2.888 2.697
C -2.277 -0.244 -1.189
C -2.449 -4.562 -0.752
F -2.121 8.979 -2.040
H -3.103 -1.260 6.355
C 1.746 2.874 -2.196
C 1.359 3.257 0.184
F -1.846 6.913 -2.620
C -0.695 6.386 1.691
H -1.647 3.078 0.472
H 4.750 -2.636 5.176
C -2.253 -1.477 3.963
H -1.662 6.165 2.354
Mg -5.139 -0.831 1.390
C 3.712 -2.605 0.918
C -1.935 -0.921 1.446
C 0.883 4.822 0.079
C 3.869 -1.355 3.381
H -5.839 -1.297 -0.970
O 4.586 2.039 0.091
H -5.439 -3.138 -2.349
H -0.229 -6.110 -1.314
H 1.416 -4.732 -0.246
O 8.097 -3.838 -2.363
H -0.900 7.373 1.088
H -2.156 -5.017 -2.972
H 4.350 -0.375 2.949
H -2.022 -3.901 0.125
F 0.861 -0.583 -0.406
H 0.375 -3.240 -0.769
C -4.683 -1.561 -0.877
C -3.890 -0.252 -1.525
H -4.628 -5.202 -1.364
C 2.043 -1.954 -2.153
H -2.433 4.206 1.761
C 2.741 0.642 -1.351
H -0.706 3.306 2.098
C -4.411 -2.908 -1.790
H 4.562 -0.554 0.404
H -3.992 -0.240 -2.710
C 0.650 0.311 -3.315
H 1.609 5.444 0.790
C 0.883 -1.340 -3.187
C 1.613 1.247 -2.375
C -0.643 5.124 0.595
O 6.925 -7.373 -0.623
H -4.100 1.159 2.351
C 2.207 -3.585 -2.147
C -0.061 -5.164 -2.001
P -3.039 7.720 -2.026
Ca 6.561 -0.898 2.579
H -4.500 -4.083 0.165
H -1.287 5.451 -0.338
H 3.149 -1.017 4.267
H -0.150 0.802 -4.017
H 0.222 -2.025 -3.869
C -4.050 -4.254 -0.926
Cl 2.061 6.477 -1.164
Ca 5.961 -3.779 0.417
H 0.994 5.297 -0.985
H 0.547 2.466 -0.104
F -3.452 8.075 -3.486
H 0.353 -5.536 -3.031
C 3.007 -0.989 -1.215
F -2.847 6.491 -1.088
F -4.538 7.314 -2.156
H 1.880 3.066 1.225
H 4.712 -3.099 1.343
C -1.392 3.865 1.332
C 3.441 1.919 -0.598
H -2.334 -1.883 0.911
H 3.269 -3.863 -1.743
N -2.619 -0.619 2.763
H -4.345 0.772 -1.133
H 2.028 -3.954 -3.247
H -0.887 0.782 0.343
H 3.069 -3.494 0.508
C -3.112 -0.896 5.235
H 4.966 -3.463 3.485
C -4.071 0.350 4.766
C 4.188 -1.509 -0.205
H -1.483 -2.370 3.937
F -5.139 9.229 0.438
C 0.966 -4.170 -1.197
F -3.432 8.549 -0.766
H -3.626 -2.620 -2.613
H -1.785 0.525 -1.922
C -1.563 -4.444 -2.127
C 2.913 -1.980 2.206
H -4.471 -1.717 0.267
H 6.044 -1.964 3.929
C -3.663 0.411 3.155
H -1.762 -1.288 -1.323
C 4.947 -2.405 4.035
N 2.484 3.087 -0.859
H -2.761 1.133 0.592
H 6.797 -8.193 -1.065
H -0.787 -1.125 1.696
H -1.454 -3.295 -2.385
H 0.251 6.423 2.382
H 8.625 -3.744 -3.135
H 5.102 -1.841 -0.864
H 2.079 -1.207 1.875
Al 1.461 5.919 -3.295
H -4.810 1.019 5.379
O 1.317 3.784 -3.088
C -1.965 0.305 0.356
H -2.364 -5.688 -0.371
*
```

energy: -139702.093 eV
HOMO: -12.40 eV

These are the Löwdin partial charges, in e, on atoms 1 to 8: 0.1444, -0.1660, -0.2127, -0.0428, 0.1177, -0.1391, -0.1225, -0.1674

---

C34H54BCl2FN6O2P | ωB97M-V/def2-TZVPD

Structure (ORCA input):
```
! wB97M-V def2-TZVPD RIJCOSX def2/J DEFGRID3
* xyz 1 1
H -3.774 5.066 -6.090
H -5.590 5.035 0.504
H -0.424 -0.840 -0.102
C -2.650 0.478 0.447
H -3.976 3.180 -4.450
N 0.943 -1.305 2.218
C -3.161 -0.965 0.437
H -4.617 1.869 3.067
H 5.479 -4.439 1.111
H 3.830 -2.080 1.583
H -0.853 -2.671 4.791
H 1.868 -4.856 2.868
C 3.911 -4.136 -0.366
H 5.197 1.579 -5.672
C 2.322 -0.414 7.186
H 4.562 -5.872 0.702
H 3.002 -0.516 8.015
Cl -2.694 -3.655 0.062
C 1.367 0.274 5.272
N 0.584 -0.697 5.846
H -1.770 2.537 -4.541
H 3.738 -0.773 -0.704
H 3.036 0.218 -4.742
C 2.455 0.468 6.081
H -0.413 -1.079 -2.590
C -4.231 5.169 -5.121
H 2.801 -3.344 2.825
H 3.251 1.172 5.907
H -5.091 3.797 -2.299
H -1.909 0.646 -0.324
C -5.398 3.188 1.512
N -5.169 4.511 1.250
H -0.458 -4.773 3.638
H -3.976 6.047 2.121
H 1.900 -2.316 -0.864
H 1.078 0.749 4.348
H -4.899 7.234 -4.928
Cl -3.922 -1.459 1.969
H 0.698 -1.879 7.618
H 0.865 1.571 -5.624
H 5.761 -1.750 0.440
C -0.716 1.027 -3.289
P 2.286 -4.231 0.523
H 1.268 -1.911 2.974
C -0.542 -1.576 1.913
H -5.751 6.419 -2.485
C 5.539 -0.691 0.391
N 2.324 2.861 -6.497
C -2.140 -1.982 -0.073
H -3.947 -0.971 -0.299
H 5.765 -5.262 -0.402
C -1.963 -0.678 -4.075
H -6.071 2.610 0.903
C -5.252 5.820 -3.228
C 2.629 -4.300 2.342
B -0.988 -2.766 2.923
C 4.160 1.826 -5.825
H -0.283 -1.033 5.469
C -3.944 4.007 3.021
H 3.356 -0.505 2.243
C 1.161 -1.119 7.013
F 3.840 0.934 0.422
H -2.326 0.794 1.427
H -3.090 0.558 -5.357
H 1.578 -0.476 0.446
H 5.935 -0.231 1.288
H -0.296 -4.629 1.860
C 1.511 -2.571 0.120
H -3.492 1.112 0.211
H 0.015 1.599 -2.743
C -0.942 -0.373 -3.211
C -4.807 6.248 -4.507
C 3.029 1.115 -5.339
H 3.698 -4.581 -1.329
C 1.911 1.778 -5.770
H 4.210 3.677 -7.068
N -2.359 0.485 -4.672
H -2.437 -1.615 -4.312
C -4.284 5.017 2.161
H -1.060 -0.697 2.257
C -0.842 -4.303 2.736
C 4.997 -4.965 0.297
C -1.610 1.529 -4.195
H -2.113 -1.790 -1.134
H 1.020 -0.356 2.583
C 3.297 -1.165 1.382
H -1.854 -4.677 2.630
H -3.266 4.092 3.854
C -0.717 -1.756 0.407
O -1.479 -2.305 4.137
H 4.227 -3.120 -0.570
H 1.717 3.529 -6.935
O 0.113 -2.807 -0.028
C 4.052 -0.425 0.278
C -4.932 4.495 -3.105
H 6.068 -0.278 -0.458
C 1.840 -1.361 1.015
H 3.557 -4.842 2.470
C -4.650 2.845 2.608
N -4.314 4.105 -4.262
C 3.691 2.897 -6.538
*
```

energy: -86890.436 eV
HOMO: -9.87 eV

These are the Löwdin partial charges, in e, on atoms 1 to 8: 0.1058, 0.1403, 0.1341, -0.0818, 0.1111, 0.1666, -0.7141, 0.0835

---

C34H55As2CeI2NP | ωB97M-V/def2-TZVPD

Structure (ORCA input):
```
! wB97M-V def2-TZVPD RIJCOSX def2/J DEFGRID3
* xyz 2 2
C -9.712 4.206 -14.169
H -17.158 8.944 -12.617
H -11.039 2.405 -9.411
C -8.692 5.341 -13.995
H -13.147 12.314 -15.715
C -12.827 3.624 -9.657
H -15.268 1.180 -14.918
C -14.991 8.002 -15.808
C -15.106 2.039 -14.257
H -15.830 3.800 -15.289
H -13.325 2.675 -9.890
H -16.437 6.601 -12.428
C -13.899 4.246 -14.417
C -16.482 9.779 -12.778
H -11.694 11.456 -16.304
H -10.937 5.417 -8.900
I -9.381 8.880 -12.162
H -16.410 13.144 -12.431
H -11.595 11.646 -12.125
C -14.872 3.296 -15.107
H -13.933 0.693 -13.048
H -7.795 3.309 -16.033
C -12.591 2.119 -13.919
H -6.569 5.517 -14.335
H -15.910 8.582 -15.949
H -9.562 4.323 -8.740
H -16.019 2.154 -13.661
H -12.635 5.529 -10.676
C -11.364 4.077 -11.632
H -6.158 3.462 -15.398
H -14.175 8.243 -8.742
H -15.117 7.025 -16.285
H -10.105 9.576 -9.150
C -12.695 11.328 -15.876
As -12.524 10.388 -14.163
H -10.495 11.774 -13.519
C -10.496 4.486 -9.286
H -11.309 2.976 -11.669
C -12.510 3.596 -14.347
C -11.077 8.706 -10.859
H -14.079 2.308 -12.363
H -14.278 4.491 -13.414
H -9.277 4.067 -11.032
C -13.274 8.390 -9.325
As -14.636 7.756 -13.893
H -11.941 12.791 -13.447
C -7.621 2.801 -13.945
H -14.151 12.778 -13.337
H -14.457 3.024 -16.087
C -15.208 9.554 -13.300
H -13.472 4.163 -8.952
C -7.214 3.628 -15.159
C -16.277 6.728 -13.504
H -9.360 2.618 -12.695
H -12.101 3.631 -15.370
C -16.076 12.139 -12.665
C -13.239 8.012 -10.653
C -12.141 8.957 -8.760
C -9.142 2.842 -13.744
Ce -11.728 7.520 -14.013
H -9.618 2.056 -14.347
N -12.154 8.165 -11.423
H -14.162 8.525 -16.294
H -7.297 1.762 -14.058
H -7.538 5.665 -15.807
C -12.670 4.464 -10.932
C -14.353 10.650 -13.479
P -11.341 4.705 -13.390
H -12.136 9.269 -7.720
C -7.441 5.114 -14.864
H -13.542 4.311 -11.577
H -9.165 6.297 -14.294
C -14.805 11.928 -13.165
C -11.008 9.127 -9.545
H -11.104 9.043 -16.888
H -10.022 5.675 -11.039
H -17.128 7.247 -13.956
H -16.200 5.740 -13.964
H -7.115 3.206 -13.061
H -13.832 5.186 -14.990
H -9.934 4.158 -15.252
C -13.940 1.759 -13.302
H -13.317 10.763 -16.580
H -14.105 7.566 -11.137
C -10.197 4.618 -10.793
H -12.438 1.489 -14.806
C -11.544 11.800 -13.207
C -16.914 11.057 -12.460
H -8.402 5.423 -12.940
H -11.589 3.198 -7.934
H -17.913 11.204 -12.063
C -10.724 8.319 -16.154
C -11.464 3.335 -9.014
H -9.673 8.174 -16.435
I -11.683 6.399 -16.969
H -11.794 1.861 -13.214
*
```

⟨S²⟩: 0.751
energy: -197724.421 eV
energy relative to the best compared isomer or geometry (same formula, charge and spin): 0.0 kcal/mol
HOMO (spin up / spin down): -14.14 / -14.17 eV

These are the Löwdin partial charges, in e, on atoms 1 to 8: -0.4254, 0.0910, 0.1200, -0.2334, 0.0446, -0.1734, 0.1191, -0.2661

---

C34H55BrCsN10O7P2Si | ωB97M-V/def2-TZVPD

Structure (ORCA input):
```
! wB97M-V def2-TZVPD RIJCOSX def2/J DEFGRID3
* xyz -1 1
H 2.595 3.004 -4.188
H -1.947 -0.626 -4.339
H -1.369 1.546 -4.953
C 1.822 2.249 -4.117
P -0.021 -1.697 3.794
C -0.057 0.304 -3.802
Br -5.305 -5.923 -1.980
C 3.039 2.165 3.809
C -2.397 3.714 0.541
O 2.394 -2.768 4.392
H -6.032 -0.874 -0.611
C -6.357 0.776 1.527
N 6.745 -1.901 0.786
H -6.225 2.133 -2.818
C -5.048 0.104 1.105
N 2.231 1.818 1.184
H 6.961 -2.800 0.395
H -7.030 0.035 1.991
C 3.319 1.204 1.642
H -2.716 -5.296 -0.680
C -4.845 3.888 0.889
H -0.791 -1.429 5.754
H -3.445 -1.895 -4.204
H -3.181 0.064 -2.559
H 2.992 0.941 -2.860
H 1.264 4.944 -0.604
O 2.469 -1.818 1.724
N 5.125 -0.312 1.159
N -1.029 -1.669 -2.800
H 1.300 2.426 -0.513
C 1.898 2.790 3.342
C -4.388 -0.475 2.369
H 0.404 -4.285 5.221
Cs -0.222 -0.845 0.434
H -4.574 0.500 -3.583
H -2.254 4.632 1.137
H 1.280 3.405 3.983
C 3.983 0.214 0.727
H 3.593 -4.024 1.605
H -6.893 1.226 0.686
C -1.907 -3.582 -1.694
C -2.081 -2.627 -2.686
O 0.447 -3.247 1.021
O -1.371 -2.074 3.356
H -6.614 1.088 -1.449
C -2.856 -4.570 -1.470
O 0.663 -0.490 3.018
H -4.515 -1.638 -0.111
H -3.499 -1.065 2.129
H 0.352 3.334 -5.241
C -3.990 -4.586 -2.257
C -0.377 1.438 -4.534
P 1.672 -3.107 1.847
H -6.222 2.784 -1.172
H -4.771 -0.584 -2.194
C 1.211 -3.068 3.632
H -1.496 3.101 0.631
C -3.408 2.737 2.537
C -4.198 -3.629 -3.241
N 0.774 3.083 -1.083
H 0.650 3.064 1.602
H -0.307 -4.597 3.624
O 2.678 -4.340 1.634
H -3.925 2.722 -3.406
C -4.481 1.541 -1.664
O 0.035 -1.190 5.309
H 2.893 -2.114 3.882
N 1.140 0.131 -3.227
H -5.011 4.202 -0.145
H -4.684 4.807 1.480
H 0.565 2.663 -1.972
Si -3.651 1.163 0.136
C -3.244 -2.648 -3.453
H 2.524 4.095 -1.191
H 4.655 0.835 3.270
H 3.413 -2.602 -2.401
C -3.671 2.661 -2.334
C 3.816 -1.233 -0.972
H -5.772 3.430 1.247
C -4.245 0.304 -2.545
C -5.412 -1.123 0.254
C -3.641 2.956 1.033
N 3.336 -0.125 -0.375
H 3.350 2.285 4.839
C -5.963 1.906 -1.769
H 7.093 -1.674 1.700
C 0.617 -4.366 4.152
C 2.049 1.092 -3.379
H -1.040 -3.496 -1.062
H -4.077 0.293 3.081
N 4.925 -1.890 -0.608
H -2.592 2.475 -2.254
C 1.538 2.594 2.017
H 1.443 -0.813 2.462
C -1.102 -0.750 -3.659
H 2.221 -1.326 -2.264
N 1.533 4.273 -1.309
H -2.459 4.012 -0.508
H -6.195 1.563 2.269
H 1.334 -5.176 4.007
C 5.553 -1.347 0.427
H -5.980 -1.845 0.863
H -2.564 2.060 2.719
N 3.121 -1.724 -2.011
H -3.174 3.699 3.022
H -5.107 -3.641 -3.826
H -3.867 3.645 -1.901
C 0.582 2.431 -4.691
H -5.094 -1.141 2.891
H -4.280 2.322 3.046
C 3.769 1.360 2.947
*
```

energy: -162438.957 eV
energy relative to the best compared isomer or geometry (same formula, charge and spin): 0.0 kcal/mol
HOMO: -2.73 eV

These are the Löwdin partial charges, in e, on atoms 1 to 8: 0.1062, 0.1098, 0.1146, -0.0748, 0.4123, -0.2431, 0.7156, -0.0553